{
  "formula": "C50H104F3N5O20",
  "method": "ωB97M-V/def2-TZVPD",
  "s_squared": 0.750,
  "homo_lumo_gap_ev": [1.3824, 9.4119],
  "charge": -1,
  "e_tot_ha": -4045.1452,
  "largest_force_ev_per_a": 6.5,
  "lumo_ev": [1.9679, 1.9291],
  "e_homo_ev": [0.59, -7.48],
  "multiplicity": 2,
  "symbols": ["C", "C", "N", "H", "H", "H", "C", "C", "N", "H", "H", "H", "C", "C", "N", "H", "H", "H", "C", "C", "N", "H", "H", "H", "C", "C", "N", "H", "H", "H", "C", "O", "C", "C", "O", "C", "C", "O", "C", "H", "H", "H", "H", "H", "H", "H", "H", "H", "H", "H", "H", "H", "H", "C", "O", "C", "C", "O", "C", "C", "O", "C", "H", "H", "H", "H", "H", "H", "H", "H", "H", "H", "H", "H", "H", "H", "C", "O", "C", "C", "O", "C", "C", "O", "C", "H", "H", "H", "H", "H", "H", "H", "H", "H", "H", "H", "H", "H", "H", "C", "O", "C", "C", "O", "C", "C", "O", "C", "H", "H", "H", "H", "H", "H", "H", "H", "H", "H", "H", "H", "H", "H", "C", "O", "C", "C", "O", "C", "C", "O", "C", "H", "H", "H", "H", "H", "H", "H", "H", "H", "H", "H", "H", "H", "H", "C", "O", "C", "C", "O", "C", "C", "O", "C", "H", "H", "H", "H", "H", "H", "H", "H", "H", "H", "H", "H", "H", "H", "C", "C", "O", "C", "O", "C", "F", "F", "F", "H", "H", "H", "H", "H"],
  "xyz": [[-3.887, 13.358, 14.639], [-3.235, 12.070, 14.607], [-2.739, 11.023, 14.644], [-4.731, 13.410, 15.327], [-4.311, 13.577, 13.660], [-3.261, 14.233, 14.816], [-1.490, 12.190, 9.894], [-2.109, 13.050, 10.880], [-2.556, 13.721, 11.744], [-1.894, 11.204, 10.127], [-0.444, 12.185, 10.198], [-1.713, 12.455, 8.860], [-1.994, 16.713, 9.626], [-0.813, 15.856, 9.769], [0.149, 15.181, 9.863], [-2.783, 16.287, 10.246], [-2.297, 16.774, 8.581], [-1.858, 17.689, 10.091], [-5.976, 19.491, 14.787], [-6.280, 18.103, 14.586], [-6.573, 17.018, 14.471], [-4.953, 19.618, 15.143], [-6.729, 19.972, 15.412], [-5.972, 19.953, 13.800], [-4.224, 18.699, 22.696], [-3.908, 19.581, 21.567], [-3.636, 20.349, 20.742], [-3.754, 17.719, 22.613], [-5.276, 18.652, 22.979], [-3.895, 19.227, 23.591], [4.362, 12.165, 17.300], [5.365, 12.936, 16.574], [4.905, 13.224, 15.320], [5.796, 14.290, 14.614], [5.844, 15.524, 15.248], [6.435, 16.509, 14.448], [6.769, 17.869, 15.240], [5.577, 18.563, 15.751], [5.860, 19.461, 16.829], [3.367, 12.611, 17.318], [4.860, 11.951, 18.245], [4.238, 11.223, 16.766], [3.884, 13.563, 15.146], [4.824, 12.280, 14.781], [5.419, 14.428, 13.601], [6.768, 13.812, 14.490], [5.859, 16.696, 13.542], [7.406, 16.115, 14.152], [7.363, 18.677, 14.814], [7.378, 17.509, 16.069], [6.711, 20.125, 16.675], [6.108, 18.818, 17.672], [5.004, 20.107, 17.027], [4.741, 15.235, 21.546], [4.519, 16.013, 20.398], [3.981, 15.243, 19.317], [3.606, 16.094, 18.127], [2.290, 16.565, 18.300], [1.814, 17.505, 17.334], [0.464, 18.146, 17.689], [0.575, 19.013, 18.773], [-0.692, 19.365, 19.422], [4.947, 15.860, 22.416], [5.576, 14.539, 21.474], [3.893, 14.590, 21.776], [3.062, 14.741, 19.619], [4.671, 14.457, 19.011], [3.626, 15.480, 17.227], [4.252, 16.946, 17.915], [1.678, 17.054, 16.351], [2.593, 18.260, 17.223], [-0.205, 17.307, 17.878], [0.162, 18.735, 16.823], [-1.320, 18.484, 19.552], [-1.320, 19.900, 18.709], [-0.646, 19.711, 20.454], [0.834, 18.904, 7.510], [0.138, 18.753, 8.788], [0.689, 19.560, 9.845], [2.128, 19.094, 10.364], [3.092, 20.074, 9.984], [3.087, 21.201, 10.767], [3.600, 22.501, 10.164], [4.954, 22.338, 9.650], [5.511, 23.604, 9.204], [0.297, 18.324, 6.760], [1.863, 18.543, 7.530], [0.860, 19.932, 7.147], [-0.004, 19.393, 10.670], [0.715, 20.613, 9.563], [2.418, 18.161, 9.881], [2.150, 18.965, 11.446], [3.721, 20.952, 11.617], [2.108, 21.426, 11.191], [3.458, 23.264, 10.929], [3.099, 22.814, 9.248], [6.582, 23.537, 9.011], [5.417, 24.485, 9.840], [5.025, 23.907, 8.277], [0.374, 21.274, 13.437], [-0.495, 21.892, 14.405], [-1.475, 21.108, 15.051], [-2.287, 21.931, 16.043], [-3.218, 22.740, 15.333], [-3.793, 23.785, 16.074], [-4.718, 24.690, 15.264], [-5.970, 24.177, 14.809], [-5.965, 23.054, 13.894], [1.092, 22.002, 13.060], [-0.148, 20.884, 12.563], [1.017, 20.492, 13.842], [-0.936, 20.361, 15.633], [-2.160, 20.655, 14.334], [-1.596, 22.498, 16.666], [-2.908, 21.212, 16.578], [-3.042, 24.425, 16.537], [-4.343, 23.340, 16.903], [-4.187, 25.269, 14.508], [-4.964, 25.526, 15.919], [-6.928, 22.950, 13.395], [-5.786, 22.227, 14.581], [-5.172, 23.120, 13.149], [-10.879, 16.270, 25.543], [-9.843, 16.834, 24.690], [-9.305, 15.911, 23.753], [-8.034, 16.438, 22.977], [-8.573, 17.334, 22.036], [-7.702, 18.094, 21.132], [-7.030, 17.224, 20.064], [-5.871, 16.625, 20.633], [-5.303, 15.667, 19.744], [-10.744, 15.223, 25.815], [-11.852, 16.371, 25.062], [-10.955, 16.829, 26.476], [-10.099, 15.555, 23.096], [-9.103, 14.993, 24.305], [-7.481, 15.673, 22.431], [-7.286, 16.947, 23.585], [-7.008, 18.560, 21.831], [-8.353, 18.868, 20.726], [-6.813, 17.852, 19.200], [-7.729, 16.434, 19.792], [-4.278, 15.567, 20.101], [-5.253, 16.040, 18.721], [-5.769, 14.681, 19.734], [-3.814, 18.263, 17.894], [-3.014, 18.254, 16.717], [-3.035, 16.996, 16.076], [-2.399, 17.124, 14.683], [-0.952, 16.947, 14.643], [-0.439, 16.663, 13.345], [1.094, 16.542, 13.302], [1.639, 17.734, 13.853], [3.021, 17.729, 13.947], [-3.365, 17.580, 18.615], [-4.784, 17.896, 17.561], [-3.904, 19.277, 18.283], [-4.025, 16.555, 15.962], [-2.476, 16.216, 16.593], [-2.702, 18.087, 14.271], [-2.841, 16.344, 14.063], [-0.708, 17.421, 12.609], [-0.862, 15.720, 13.000], [1.312, 16.260, 12.272], [1.315, 15.764, 14.033], [3.422, 18.674, 14.314], [3.544, 17.449, 13.033], [3.410, 16.935, 14.583], [2.673, 13.122, 11.582], [4.140, 13.079, 11.185], [4.490, 14.457, 10.840], [4.614, 14.845, 9.666], [4.550, 14.075, 8.672], [4.828, 16.376, 9.591], [4.668, 16.950, 10.763], [6.046, 16.606, 9.122], [3.944, 16.955, 8.769], [1.986, 13.484, 10.817], [2.468, 13.873, 12.345], [2.277, 12.193, 11.990], [4.197, 12.371, 10.359], [4.703, 12.745, 12.057]],
  "forces_ev_per_a": [[-0.9, 1.0, -0.6], [0.8, -1.3, 0.5], [-0.6, 1.2, -0.2], [0.2, -0.3, 0.2], [0.0, -0.2, -0.2], [0.5, -0.5, 0.2], [-0.2, -0.5, 0.8], [-1.8, 2.8, 2.9], [1.4, -2.1, -2.8], [0.1, -0.2, -0.3], [0.2, 0.0, -0.7], [0.3, 0.2, 0.2], [-0.2, -0.4, 0.7], [2.8, -1.4, 0.1], [-2.8, 1.9, -0.2], [-0.2, -0.4, -0.3], [0.0, 0.2, 0.2], [0.4, 0.1, -0.4], [0.4, 0.6, -0.7], [0.3, 1.6, 0.5], [-0.5, -2.5, -0.3], [-0.1, 0.0, 0.4], [0.2, 0.0, 0.1], [-0.2, 0.2, 0.0], [0.1, 0.7, 0.7], [-0.1, 0.7, -0.7], [-0.3, -1.0, 0.9], [-0.2, 0.1, 0.0], [-0.2, -0.4, -1.0], [0.8, -0.1, 0.0], [1.7, -0.2, -0.8], [-1.4, 0.1, 1.8], [0.1, 1.2, -2.1], [-0.3, -1.8, -0.4], [-0.5, 0.5, 1.2], [0.9, 1.9, 0.1], [-1.6, -0.7, 1.2], [0.7, -0.4, -0.7], [0.3, -1.0, -0.1], [0.2, 0.5, 0.4], [-0.7, 0.2, 0.2], [0.0, -0.3, 0.0], [-0.6, 0.5, 1.3], [0.7, -0.2, -0.9], [-0.3, -0.1, -0.3], [0.6, 0.3, 0.2], [-0.3, 0.1, -0.1], [0.4, 0.2, -0.3], [0.2, -0.6, -1.1], [-0.1, 0.0, 0.5], [0.3, 0.0, -0.5], [-0.1, 0.3, 0.5], [-0.2, -0.4, -0.1], [-0.1, -0.4, 0.2], [-0.1, -0.2, -0.3], [0.1, 0.3, 0.2], [-0.5, 0.4, -0.6], [-1.3, 0.3, 0.4], [0.5, 0.2, 0.3], [1.0, -0.5, -0.2], [-0.7, 0.8, 2.3], [0.0, -1.7, -1.5], [-0.1, 0.3, -0.2], [0.4, 0.0, -0.4], [-0.4, 0.1, 0.1], [-0.2, -0.1, 0.3], [0.4, 0.0, 0.0], [0.2, -0.3, -0.2], [0.5, 0.0, 0.3], [0.0, -0.3, -0.1], [0.0, 0.4, -0.1], [-0.5, 0.1, 0.0], [-0.3, -0.4, -0.4], [0.2, -0.8, -0.1], [0.2, 1.0, 0.3], [0.8, 0.8, -0.5], [-0.5, -0.2, 0.7], [1.3, 0.7, -1.0], [0.6, -1.7, 0.4], [-0.9, 1.1, -1.1], [0.0, -0.9, -1.6], [0.6, 0.7, 1.1], [0.8, -0.9, -1.7], [0.5, 1.6, 1.3], [-0.4, -0.6, -0.4], [-0.2, -0.1, 0.3], [0.1, -0.1, 0.3], [-0.1, 0.3, 0.3], [-0.2, 0.3, 0.0], [0.0, 0.1, 0.0], [-0.2, 0.1, 0.1], [-0.2, 0.0, 0.2], [0.2, 0.4, 0.5], [-0.4, 0.0, -0.1], [0.5, 0.2, 0.1], [-1.0, 0.0, 0.2], [-0.1, -0.6, 0.0], [-0.4, -0.3, 0.8], [-0.1, -0.1, -0.3], [-0.3, 0.1, 0.5], [0.7, 0.7, -0.9], [0.5, 0.0, 0.2], [-0.4, -0.4, -1.2], [0.5, 0.6, -0.8], [-0.5, -0.3, 0.1], [-0.3, 0.2, 0.0], [0.1, 0.5, -0.4], [0.7, 0.3, 1.4], [-0.4, 0.5, 0.2], [-0.4, -0.1, 0.1], [-0.3, -0.4, 0.4], [-0.3, -0.6, 0.0], [0.0, -0.3, -0.1], [-0.2, 0.2, 0.3], [0.4, -0.2, 0.7], [0.4, 0.2, -0.1], [-0.4, 0.0, 0.3], [0.3, -0.7, -0.8], [-0.4, -0.2, 0.5], [0.0, 0.3, 0.3], [0.0, -0.6, -0.7], [0.1, 0.0, 0.0], [0.3, 0.7, -0.8], [-0.3, -0.2, 0.9], [0.6, -0.6, 0.5], [-1.4, 0.2, -0.3], [-0.5, 0.9, -1.3], [-0.5, -1.3, 1.6], [-0.4, 0.4, 1.3], [-0.3, -0.1, -0.7], [0.9, 0.5, 0.4], [0.4, -0.2, -0.2], [-0.1, -0.1, -0.2], [0.4, 0.2, -0.1], [0.1, 0.5, -0.8], [0.8, -0.2, 0.2], [-0.2, -0.7, 0.3], [-0.1, 0.1, 0.6], [0.6, 0.3, -0.6], [0.1, -0.2, -0.2], [0.3, -0.1, -0.2], [-0.2, 0.0, -0.3], [0.1, -0.3, -0.1], [-0.2, 0.0, -0.1], [-0.4, 0.1, 0.3], [0.2, -0.3, -1.0], [0.0, 0.1, 0.0], [1.4, -0.1, -0.9], [0.4, -0.5, -0.1], [-0.5, 0.4, 0.4], [0.0, 0.1, 0.0], [-1.9, 0.2, 2.1], [-0.5, 0.3, -1.1], [1.3, -0.7, 0.0], [-0.2, 0.1, 0.4], [-0.4, 0.0, 0.5], [0.2, -0.1, 0.0], [-0.5, 0.5, -0.1], [0.4, 0.1, 0.6], [0.2, 0.2, -0.2], [-0.1, -0.1, -0.2], [-0.3, 0.4, 0.0], [0.0, -0.2, -0.2], [0.7, 0.3, -0.1], [0.5, -0.6, -0.3], [-0.3, 0.0, 0.0], [-0.2, 0.5, -0.8], [-0.3, -0.1, 0.8], [-0.9, 0.8, 0.5], [-1.8, -0.3, 0.0], [0.1, -1.3, 4.5], [-0.4, -2.4, -6.1], [0.4, 3.0, 2.3], [-0.6, -0.4, -0.9], [0.3, 0.3, 0.9], [0.5, 0.3, 0.0], [0.1, -0.4, -0.3], [0.3, -0.4, -0.6], [0.5, 0.0, 0.4], [0.3, -0.2, -0.2], [0.8, 0.5, -0.2], [0.5, 0.4, -0.3]]
}